The following is a quantum chemistry calculation of a cluster of 2 separate species, C5H12Cl2Si in total at a distorted geometry, from the Open Molecules 2025 dataset.

Molecular weight, g/mol: 171.143
Spin multiplicity: 1
Gap between HOMO and LUMO, eV: 8.78
Maximum force, eV/A: 4.6
E, eV: -38299.0729
Relative energy (zero: lowest compared OMol25 entry of this formula, charge and spin), kJ/mol: 660.3

Structure (XYZ):
```
20
Properties=species:S:1:pos:R:3:forces:R:3:nbo_charge:R:1
Cl -4.04141 1.55527 -0.52911 0.64 0.15 0.47 -0.08
Cl -4.59104 -1.04530 0.32498 -0.73 -1.25 0.36 -0.03
Si -1.34950 -0.79355 -0.76739 -0.67 3.05 3.37 1.15
C 1.51386 -0.49349 -1.03081 -0.79 1.21 0.29 -0.61
C 0.28543 -0.02139 -0.10267 0.41 -0.29 -0.14 -0.45
C 0.62107 -0.75929 1.18865 2.64 -1.02 -0.68 -0.63
C 0.13727 1.50136 0.09940 1.83 -1.46 -2.21 -0.61
C -3.41758 0.20117 0.48658 2.11 -0.92 -3.95 -0.48
H -1.39004 -2.17438 -0.48679 -0.26 -1.39 -0.17 -0.17
H -1.66333 -0.11974 -1.94481 -0.63 0.23 -1.86 -0.18
H 1.64627 -0.40395 1.47470 -0.56 -0.23 -0.07 0.20
H 1.60429 -0.17908 -2.08514 -0.36 0.37 0.57 0.22
H 0.85164 -1.86382 0.84383 -1.05 1.73 1.63 0.21
H -0.27298 1.79076 0.98957 -1.41 0.37 2.41 0.21
H 1.12101 1.98332 0.07034 -0.10 -0.01 -0.31 0.21
H 0.04945 -0.52100 2.07904 -0.72 -0.69 -0.16 0.23
H -3.30755 0.48822 1.47511 0.25 0.68 1.71 0.19
H 2.49270 -0.37235 -0.51784 -0.67 0.20 -0.24 0.21
H 1.30059 -1.52276 -1.05018 0.38 -1.74 -0.42 0.19
H -0.48854 1.82306 -0.70152 -0.29 0.99 -0.60 0.21
```
Positions in Å, forces in eV/Å.

---

The following is a quantum chemistry calculation of the molecule C6H10O, from the Open Molecules 2025 dataset.

Molecular weight, g/mol: 98.145
Spin multiplicity: 1
Gap between HOMO and LUMO, eV: 10.89
Maximum force, eV/A: 0.7
Structure (SMILES): O=CCCC1CC1
E, eV: -8430.4813
Relative energy (zero: lowest compared OMol25 entry of this formula, charge and spin), kJ/mol: 73.2

Structure (XYZ):
```
17
Properties=species:S:1:pos:R:3:forces:R:3:nbo_charge:R:1
O 1.83703 -1.32490 1.75290 0.33 0.18 -0.55 -0.53
C -1.49508 -0.55963 -1.01053 0.04 -0.18 -0.09 -0.43
C 2.28127 -0.96799 0.68580 -0.17 -0.14 0.30 0.45
C -2.21008 0.46496 -0.17331 -0.13 0.08 0.11 -0.41
C 0.34756 0.65297 0.34210 -0.13 0.04 0.07 -0.41
C -0.80632 0.72125 -0.63642 0.12 0.13 -0.08 -0.22
C 1.59487 -0.00296 -0.25396 0.04 -0.05 0.09 -0.52
H -2.35407 0.24254 0.88016 0.02 0.02 -0.14 0.21
H -1.14864 -1.46259 -0.51274 -0.09 0.11 -0.07 0.21
H -1.81475 -0.70396 -2.03881 0.04 0.03 0.19 0.22
H 3.24362 -1.38121 0.30890 -0.12 0.05 0.11 0.11
H -3.02328 1.02100 -0.63140 0.16 -0.07 0.07 0.21
H 1.32335 -0.60366 -1.13576 0.08 0.07 0.07 0.24
H 0.59591 1.65521 0.70592 -0.06 -0.08 -0.01 0.21
H 0.03852 0.07556 1.22339 0.06 0.06 -0.20 0.23
H 2.34670 0.71925 -0.60704 -0.18 -0.15 0.06 0.23
H -0.69729 1.45116 -1.43515 0.00 -0.08 0.06 0.21
```
Positions in Å, forces in eV/Å.

---

The following is a quantum chemistry calculation of the molecule CH5N3O3S at a distorted geometry, from the Open Molecules 2025 dataset.

Molecular weight, g/mol: 139.136
Spin multiplicity: 1
Gap between HOMO and LUMO, eV: 10.05
Maximum force, eV/A: 3.7
Structure (SMILES): NNC(=O)S(N)(=O)=O
E, eV: -22563.8199
Relative energy (zero: lowest compared OMol25 entry of this formula, charge and spin), kJ/mol: 129.1

Structure (XYZ):
```
13
Properties=species:S:1:pos:R:3:forces:R:3:nbo_charge:R:1
S 0.07924 0.72740 -1.72264 -0.47 3.65 -0.48 2.12
O -0.66481 0.85920 -2.93018 -0.54 -1.29 -0.17 -0.90
O 1.50881 0.91550 -1.78126 -0.30 -0.32 0.63 -0.94
O -0.45965 -1.95614 -1.16099 -0.68 -0.24 -0.20 -0.52
N 0.55769 -1.39887 1.54803 0.40 -2.63 -2.09 -0.64
N -0.50575 2.08524 -0.74488 0.31 -1.98 -0.17 -1.10
N 0.35647 -0.50853 0.49184 -0.69 0.34 -0.91 -0.46
C -0.12781 -0.90028 -0.74723 1.54 1.81 2.20 0.48
H 1.03013 0.24788 0.46793 -0.20 -0.05 -0.01 0.41
H -0.09445 -2.15593 1.34801 0.42 -0.33 0.06 0.36
H -1.43671 2.49849 -0.88697 0.80 -0.71 -0.38 0.41
H 0.28538 -1.08475 2.42598 -0.77 1.63 1.56 0.36
H 0.23745 2.74385 -0.59333 0.18 0.11 -0.05 0.40
```
Positions in Å, forces in eV/Å.

---

Which value of gap between HOMO and LUMO does entry 2 give? 10.89 eV

---

relative energy (zero: lowest compared OMol25 entry of this formula, charge and spin) of number 2 (C6H10O)? 73.2 kJ/mol